Record 1
C43H96F18N8O11PS4 | ωB97M-V/def2-TZVPD

* spin multiplicity: 2
* total charge: +4
* HOMO (alpha / beta): -14.8 / -14.8 eV
* lowest unoccupied orbital energy (alpha / beta): -8.14 / -12.09 eV
* orbital gap (alpha / beta): 6.64 / 2.70 eV

Atoms and positions in Å:
P -0.1816 -0.2701 0.4614
F -0.9008 -0.9575 1.7366
F 1.1939 -0.5920 1.1513
F 0.0232 -1.7399 -0.1854
F 0.6285 0.4231 -0.7220
F -1.5992 -0.0132 -0.2828
F -0.3822 1.0692 1.3149
C -2.2683 3.9321 3.2223
N -3.2290 2.7188 3.2930
C -2.4455 1.6857 4.0717
C -4.4823 3.1746 4.0530
C -3.4736 2.2244 1.8437
C -4.1897 0.8765 1.7317
O -5.5221 1.1387 1.9977
H -1.4429 3.7450 2.5355
H -1.8490 4.2559 4.1749
H -2.8594 4.7297 2.7722
H -3.1677 0.9409 4.4061
H -1.9998 2.0119 5.0114
H -1.7155 1.2176 3.4113
H -4.1683 3.4954 5.0463
H -5.1725 2.3329 4.1106
H -4.8779 3.8424 3.2877
H -2.4889 2.1577 1.3811
H -4.0283 3.0674 1.4317
H -3.6848 0.1843 2.4055
H -4.0371 0.5027 0.7192
H -6.0256 0.5080 1.4778
C 0.5699 -4.4580 2.1224
N 1.2261 -4.1337 3.4381
C 1.6607 -5.4382 4.0919
C 2.4183 -3.1623 3.0804
C 0.2779 -3.3534 4.3963
C -1.1898 -3.9078 4.5649
O -1.3415 -5.2322 4.9141
H 0.2929 -3.5170 1.6473
H -0.3784 -4.9668 2.2958
H 1.1637 -5.1697 1.5489
H 2.3995 -5.9018 3.4381
H 0.8075 -6.1093 4.1906
H 2.0965 -5.2300 5.0691
H 2.9588 -2.8833 3.9849
H 1.9164 -2.3738 2.5196
H 3.1096 -3.6053 2.3634
H 0.1698 -2.3405 4.0086
H 0.7318 -3.1649 5.3692
H -1.7994 -3.6680 3.6937
H -1.6525 -3.2628 5.3119
H -1.7814 -5.4415 5.7413
C 4.2351 -1.0632 -1.2119
N 4.4313 -2.3810 -2.0220
C 5.6243 -3.1371 -1.3553
C 3.1946 -3.2146 -1.7953
C 4.6609 -1.9764 -3.4999
C 6.0794 -1.5149 -3.9128
O 7.0293 -2.6259 -3.9178
H 4.2680 -1.3878 -0.1719
H 3.3230 -0.5560 -1.5262
H 5.1758 -0.5974 -1.5056
H 6.4144 -2.3913 -1.4422
H 5.7332 -4.0872 -1.8785
H 5.5419 -3.3065 -0.2817
H 2.2701 -2.7364 -2.1186
H 3.0739 -3.5372 -0.7612
H 3.3484 -4.0887 -2.4281
H 3.7412 -1.4766 -3.8039
H 4.6382 -2.9314 -4.0248
H 6.2921 -0.7212 -3.1966
H 6.0631 -0.9158 -4.8232
H 7.9403 -2.3626 -4.0675
C -2.4914 -2.0515 -9.6600
C -1.4521 -1.3952 -8.7774
C -1.5932 -1.8692 -7.2995
N -0.7198 -0.8560 -6.4027
C 0.7867 -0.8666 -6.7871
C -0.8707 -1.2162 -4.9129
C -0.5525 0.1235 -4.2187
C -0.5864 1.2513 -5.2171
C -1.2214 0.5695 -6.3937
H -2.3184 -3.1029 -9.8896
H -2.2330 -1.6774 -10.6507
H -3.5474 -1.8045 -9.5505
H -1.4972 -0.3092 -8.8591
H -0.4686 -1.6463 -9.1746
H -1.1699 -2.8580 -7.1229
H -2.6225 -1.8539 -6.9410
H 0.9940 -1.9189 -6.9815
H 1.2480 -0.3296 -5.9583
H 0.7985 -0.2953 -7.7153
H -0.2877 -2.1004 -4.6552
H -1.8742 -1.4227 -4.5408
H 0.3857 0.2126 -3.6711
H -1.2025 0.3275 -3.3679
H 0.4022 1.6786 -5.3854
H -1.2134 2.1042 -4.9572
H -0.8614 1.1309 -7.2559
H -2.3031 0.4433 -6.4399
C -3.4641 -6.1195 1.6701
C -3.0028 -5.1546 0.5287
C -4.1089 -4.1353 0.1116
N -3.9342 -3.3792 -1.2064
C -5.2446 -2.6414 -1.5782
C -2.6943 -2.4995 -1.3230
C -1.5840 -3.3784 -1.9098
C -2.2616 -4.4427 -2.7510
C -3.7740 -4.5049 -2.3789
H -3.7166 -5.5268 2.5494
H -2.7133 -6.8317 2.0122
H -4.3465 -6.6857 1.3717
H -2.5523 -5.7002 -0.3005
H -2.1913 -4.4953 0.8367
H -4.3728 -3.3656 0.8368
H -5.0936 -4.5805 -0.0303
H -6.0140 -3.4129 -1.6088
H -5.0200 -2.2203 -2.5581
H -5.3720 -1.8864 -0.8023
H -2.9649 -1.5853 -1.8513
H -2.3609 -2.2441 -0.3172
H -0.8077 -2.7372 -2.3272
H -0.9827 -3.9190 -1.1787
H -2.4474 -4.2130 -3.8001
H -1.5961 -5.2958 -2.6188
H -4.2950 -4.1919 -3.2837
H -4.2292 -5.4670 -2.1440
C 7.1680 3.7156 1.6272
C 5.7069 3.4386 1.9410
C 4.8565 3.4541 0.6626
N 3.3211 3.2343 1.0058
C 2.9881 1.7955 1.5285
C 2.3805 3.4031 -0.3025
C 1.0246 3.8355 0.2577
C 1.3501 4.4753 1.6044
C 2.7547 4.3856 1.8372
H 7.7208 3.8504 2.5569
H 7.2709 4.6233 1.0325
H 7.4523 2.8996 0.9628
H 5.3046 4.2760 2.5110
H 5.6072 2.5713 2.5936
H 5.1776 2.6647 -0.0169
H 5.0408 4.3445 0.0616
H 3.6734 1.6627 2.3657
H 3.2795 1.0825 0.7573
H 1.9391 1.8359 1.8219
H 2.3045 2.4419 -0.8108
H 2.7969 4.1736 -0.9513
H 0.3113 3.0116 0.2807
H 0.4760 4.5216 -0.3875
H 0.9091 3.9565 2.4555
H 1.0626 5.5266 1.5961
H 2.9698 4.1731 2.8844
H 3.3721 5.2230 1.5122
C 1.4158 0.6486 5.1804
F 1.0249 0.4864 3.8900
F 0.5025 0.0128 5.9780
F 2.6023 0.1191 5.3875
S 1.5215 2.5514 5.6393
O 2.8523 2.9969 5.1976
O 0.4437 3.0740 4.8311
N 1.5145 2.4294 7.3986
S 0.1283 3.0807 7.6838
O 0.0504 4.5697 7.3533
O -1.0200 2.3020 7.3291
C 0.0552 3.1313 9.6574
F -1.1015 3.6767 10.0297
F 0.1981 1.8597 10.1380
F 1.0626 3.8810 10.0608
C -1.8324 8.5830 -2.1554
F -2.6786 8.5374 -3.2123
F -0.6095 8.5437 -2.6614
F -1.9793 9.7507 -1.4671
S -2.2887 7.1801 -0.8371
O -1.3377 7.3875 0.2537
O -3.6490 7.4045 -0.3625
N -2.2032 5.8141 -1.8076
S -2.7963 4.6412 -1.0943
O -2.2278 4.4117 0.2651
O -4.2364 4.6963 -1.1511
C -2.2514 3.1495 -2.2937
F -0.8981 3.0794 -2.2204
F -2.7727 2.0009 -1.9073
F -2.4798 3.4381 -3.5574

Results of the Mulliken charge analysis, in e, for atoms 1 through 4:
1. P 2.02
2. F -0.44
3. F -0.48
4. F -0.20


Record 2
C43H97N5O | ωB97M-V/def2-TZVPD

* spin multiplicity: 2
* ΔE to the lowest compared entry with this formula, charge and spin: 0.000 eV
* total charge: +5
* HOMO (alpha / beta): -20.7 / -20.7 eV
* lowest unoccupied orbital energy (alpha / beta): -10.26 / -12.97 eV
* orbital gap (alpha / beta): 10.48 / 7.78 eV

Atoms and positions in Å:
C 1.1928 3.0930 -1.1848
C 0.4418 1.9377 -0.5824
C -0.0131 0.9728 -1.6416
O 1.1323 1.2933 0.4805
H 2.1914 2.8267 -1.5312
H 1.1106 3.9932 -0.5757
H 0.6450 3.2990 -2.1043
H -0.4881 2.2914 -0.1371
H -0.5263 1.5015 -2.4448
H -0.5775 0.1882 -1.1377
H 0.7661 0.3328 -2.0554
C 4.7613 -7.3341 2.3081
C 3.7742 -6.3007 2.7318
C 3.9955 -4.8997 2.1308
N 3.1141 -3.7591 2.7389
C 3.6128 -3.3679 4.1739
C 1.6312 -3.9910 2.9108
C 0.9881 -2.6025 2.7633
C 2.0356 -1.6116 2.2447
C 3.2088 -2.5508 1.8868
H 4.6903 -7.7586 1.3067
H 4.8226 -8.2411 2.9096
H 5.7568 -6.8949 2.2452
H 3.6709 -6.0630 3.7905
H 2.8316 -6.6560 2.3154
H 3.8026 -4.9707 1.0603
H 4.9611 -4.4619 2.3840
H 4.6845 -3.1695 4.1897
H 3.4115 -4.2263 4.8148
H 3.0900 -2.4588 4.4710
H 1.4285 -4.5370 3.8321
H 1.3598 -4.6352 2.0744
H 0.6182 -2.2822 3.7373
H 0.1231 -2.6794 2.1045
H 2.3434 -0.8486 2.9596
H 1.6697 -0.9777 1.4370
H 4.1896 -2.0928 2.0149
H 3.0272 -2.8686 0.8601
C 3.5432 -1.7088 -2.5708
C 4.5041 -0.8477 -1.8237
C 4.0736 0.5823 -1.3087
N 5.2162 1.3951 -0.7126
C 6.0615 2.1108 -1.7780
C 6.1176 0.5777 0.2756
C 6.7532 1.5475 1.1900
C 5.7692 2.6518 1.4087
C 4.6867 2.4527 0.3145
H 3.8678 -2.6540 -3.0059
H 3.1411 -0.9996 -3.2943
H 2.7050 -1.9459 -1.9156
H 5.3102 -0.8498 -2.5574
H 5.0147 -1.3672 -1.0129
H 3.3490 0.5518 -0.4950
H 3.6929 1.0974 -2.1907
H 6.7656 2.7268 -1.2188
H 5.2692 2.5439 -2.3887
H 6.5099 1.3693 -2.4392
H 6.8317 -0.0973 -0.1960
H 5.3370 0.0755 0.8471
H 7.6240 1.9630 0.6829
H 7.0123 1.0478 2.1235
H 6.3584 3.5453 1.2023
H 5.2629 2.6069 2.3729
H 4.3891 3.2239 -0.3959
H 3.7644 2.0669 0.7489
C 0.2726 -0.7867 -5.3603
C -0.5917 -1.4266 -4.2547
C -0.6684 -2.9559 -4.2417
N -1.5689 -3.5526 -3.1388
C -1.3066 -3.0299 -1.6588
C -3.1061 -3.2189 -3.2718
C -3.7421 -4.6879 -3.4112
C -2.7836 -5.5503 -3.9794
C -1.4936 -5.1172 -3.2211
H 0.0210 -1.2780 -6.3001
H 1.3010 -1.1196 -5.2207
H 0.1183 0.2745 -5.5557
H -1.5827 -1.0208 -4.4580
H -0.2905 -1.0061 -3.2953
H 0.3218 -3.3676 -4.0466
H -1.0298 -3.2909 -5.2140
H -1.5980 -1.9797 -1.6783
H -0.2439 -3.1418 -1.4436
H -1.8846 -3.6189 -0.9467
H -3.5870 -2.6894 -2.4493
H -3.2760 -2.6596 -4.1918
H -3.9009 -5.1521 -2.4379
H -4.7669 -4.5701 -3.7636
H -3.0829 -6.5702 -3.7377
H -2.6292 -5.6607 -5.0528
H -1.6473 -5.5449 -2.2303
H -0.5406 -5.4722 -3.6133
C -4.9720 5.4636 4.3598
C -4.1711 4.3154 3.8542
C -2.8014 4.4221 4.4377
N -1.7491 3.4404 3.8248
C -1.4955 3.9433 2.3543
C -2.1472 1.9863 3.5999
C -0.8528 1.2088 3.7578
C 0.2250 2.2321 4.1350
C -0.4769 3.5063 4.6108
H -6.0413 5.2719 4.4479
H -4.9016 6.3216 3.6912
H -4.6341 5.8920 5.3033
H -4.2178 4.4433 2.7727
H -4.5506 3.3300 4.1245
H -2.9834 4.0748 5.4547
H -2.3091 5.3927 4.3773
H -0.6378 3.3947 1.9652
H -1.3400 5.0217 2.3861
H -2.4065 3.7268 1.7964
H -2.5816 1.8541 2.6090
H -2.8630 1.6913 4.3672
H -0.6900 0.7098 2.8025
H -0.7796 0.2638 4.2960
H 0.8087 2.4638 3.2441
H 0.9261 1.8336 4.8683
H -0.0099 4.4629 4.3762
H -0.9112 3.4280 5.6075
C -2.9220 3.7867 -4.1076
C -4.1484 3.7976 -3.1066
C -4.7111 2.4353 -2.6705
N -5.3949 2.3017 -1.2448
C -6.3199 3.4944 -1.0321
C -4.2919 2.1289 -0.1539
C -3.7159 0.6825 -0.3830
C -4.9322 -0.0729 -0.8843
C -6.0087 0.9082 -1.1065
H -2.3066 2.9468 -3.7851
H -2.4129 4.7400 -3.9655
H -3.1192 3.4246 -5.1166
H -4.9846 4.4101 -3.4438
H -3.8109 4.3562 -2.2336
H -3.9324 1.6774 -2.7561
H -5.5383 2.1491 -3.3200
H -5.8806 4.4709 -1.2362
H -6.9165 3.4608 -0.1205
H -7.0189 3.3177 -1.8496
H -4.8790 2.2817 0.7517
H -3.6076 2.9736 -0.2329
H -3.3321 0.2105 0.5214
H -2.9993 0.6708 -1.2042
H -5.2848 -0.6706 -0.0438
H -4.7504 -0.7147 -1.7465
H -6.6179 1.0483 -0.2136
H -6.7221 0.7273 -1.9106

Results of the Mulliken charge analysis, in e, for atoms 1 through 4:
1. C -1.36
2. C 1.52
3. C -1.01
4. O -0.31


Number 1: maximum force 0.125 Eh/bohr, E_tot -6691.8556 hartree. Number 2: maximum force 0.095 Eh/bohr, E_tot -2043.5782 hartree.